Record 1
Computed, not measured: C9H13N5PdS as an isolated structure, with the ωB97M-V functional and the def2-TZVPD basis.

XYZ file:
```
29
C9H13N5PdS | the OMol25 dataset | the ωB97M-V functional and the def2-TZVPD basis
Pd -0.32 -0.44 -0.40
C 1.05 4.81 0.88
C 0.89 3.55 1.64
N 1.61 3.17 2.65
N 1.09 1.94 2.98
C 0.07 1.55 2.21
S -0.80 0.13 2.18
N -0.07 2.61 1.35
N -0.96 2.69 0.28
H 1.91 5.34 1.26
H 0.16 5.44 0.98
H 1.17 4.60 -0.18
H 1.49 1.41 3.73
H -0.96 1.75 -0.14
H -1.89 2.81 0.67
C 4.33 0.88 0.80
C 3.61 1.59 -0.14
C 2.35 1.13 -0.50
N 1.79 0.04 0.03
C 2.50 -0.65 0.94
C 3.77 -0.27 1.34
H 5.31 1.21 1.11
H 4.00 2.48 -0.60
H 1.76 1.65 -1.24
H 2.01 -1.52 1.35
H 4.30 -0.87 2.07
C -2.15 -0.85 -1.01
H -2.44 -1.85 -1.33
H -2.89 -0.10 -1.28
```

Values from the calculation:
Net charge: 0
HOMO-LUMO gap (alpha / beta), eV: 6.35 / 8.01
LUMO level (alpha / beta), eV: 0.296 / 0.007
Multiplicity: 3
⟨S²⟩: 2.0073



Record 2
Computed, not measured: one molecule with the formula C9H13N5S in a non-equilibrium geometry, with the ωB97M-V functional and the def2-TZVPD basis.

XYZ file:
```
28
C9H13N5S | the OMol25 dataset | the ωB97M-V functional and the def2-TZVPD basis
C 2.14 1.74 1.99
C 1.64 0.81 0.83
C 2.35 -0.53 0.69
C 0.22 0.45 1.01
N -0.46 -0.14 -0.54
C -1.63 0.41 -0.90
C -1.81 1.79 -1.03
N -2.89 2.24 -1.71
C -3.56 1.27 -2.08
S -2.99 -0.37 -1.77
N -0.40 -1.53 -0.58
C 0.03 -2.20 -1.71
N -0.23 -3.42 -1.51
N -0.70 -3.60 -0.27
C -0.83 -2.46 0.33
H 3.08 2.26 1.62
H 1.37 2.43 2.11
H 2.38 1.32 2.92
H 1.75 1.53 0.05
H 2.06 -1.01 -0.19
H 1.90 -1.14 1.60
H 3.48 -0.50 0.81
H 0.06 -0.41 1.58
H -0.48 1.31 1.18
H -1.30 2.64 -0.54
H -4.54 1.33 -2.69
H 0.48 -1.84 -2.62
H -1.10 -2.40 1.41
```

Values from the calculation:
Net charge: 0
HOMO-LUMO gap, eV: 8.66
LUMO level, eV: 0.458
SMILES: CC(C)CN(c1cncs1)n1cnnc1



Record 3
Computed, not measured: a 2-piece molecular cluster, C9H13NO overall in a non-equilibrium geometry, with the ωB97M-V functional and the def2-TZVPD basis.

XYZ file:
```
24
C9H13NO | the OMol25 dataset | the ωB97M-V functional and the def2-TZVPD basis
C 0.41 2.76 -1.31
C -1.07 0.27 1.78
C 0.05 1.05 2.00
C -1.85 0.37 0.59
C 0.50 1.88 0.95
C -1.48 1.31 -0.38
C -0.23 1.94 -0.23
H -1.33 -0.46 2.47
H 0.56 1.07 2.91
H -2.87 -0.21 0.63
H 1.35 2.44 1.11
H -2.00 1.35 -1.34
H 1.31 2.25 -1.59
H 0.83 3.77 -1.03
H -0.25 2.71 -2.12
C 0.56 -2.30 -1.60
C 0.36 -3.06 -0.12
O -0.17 -4.14 -0.03
N 1.04 -2.48 0.93
H 0.71 -2.53 1.96
H 1.61 -1.63 0.62
H 0.29 -1.26 -1.81
H 0.04 -2.86 -2.43
H 1.61 -2.26 -1.97
```

Values from the calculation:
Net charge: -1
HOMO-LUMO gap (alpha / beta), eV: 2.92 / 7.55
LUMO level (alpha / beta), eV: 3.736 / 3.546
Multiplicity: 2
⟨S²⟩: 0.7583



Record 4
Computed, not measured: a 2-piece molecular cluster, C9H13NO2 overall in a non-equilibrium geometry, with the ωB97M-V functional and the def2-TZVPD basis.

XYZ file:
```
25
C9H13NO2 | the OMol25 dataset | the ωB97M-V functional and the def2-TZVPD basis
C -1.80 -1.99 1.34
C -3.26 -1.57 0.93
O -3.85 -2.13 0.03
N -3.94 -0.55 1.55
H -1.53 -1.67 2.33
H -1.03 -1.33 0.85
H -4.77 -0.17 1.26
H -3.68 -0.42 2.50
H -1.76 -3.15 1.37
C 1.19 3.23 -0.53
C 0.57 -0.49 -1.29
C 1.76 -0.91 -0.68
C 0.37 0.94 -1.28
C 1.31 1.70 -0.63
C 2.89 -0.12 -0.22
C 2.55 1.21 -0.16
O 1.90 -2.33 -0.59
H -0.01 -1.15 -1.94
H -0.23 1.48 -2.11
H 3.85 -0.63 0.01
H 2.70 -2.54 -1.07
H 0.47 3.53 -1.37
H 2.05 3.83 -0.79
H 3.36 1.94 0.01
H 0.90 3.32 0.45
```

Values from the calculation:
Net charge: -1
HOMO-LUMO gap (alpha / beta), eV: 2.60 / 6.87
LUMO level (alpha / beta), eV: 3.266 / 3.244
Multiplicity: 2
⟨S²⟩: 0.7614



Record 5
Computed, not measured: a 2-piece molecular cluster, C9H13NO2 overall in a non-equilibrium geometry, with the ωB97M-V functional and the def2-TZVPD basis.

XYZ file:
```
25
C9H13NO2 | the OMol25 dataset | the ωB97M-V functional and the def2-TZVPD basis
C -1.74 -1.15 -2.31
C -1.08 -0.06 -1.50
C -1.40 0.11 -0.16
C -0.93 1.16 0.63
C -0.08 2.06 0.04
O 0.41 3.09 0.82
C 0.32 1.89 -1.27
C -0.08 0.79 -2.01
H -2.73 -1.26 -1.87
H -1.24 -2.12 -2.25
H -1.70 -0.94 -3.38
H -2.12 -0.60 0.24
H -1.25 1.23 1.66
H 1.05 3.55 0.28
H 0.97 2.56 -1.83
H 0.33 0.58 -2.99
C 2.01 -0.40 1.78
C 0.82 -1.20 2.26
N 0.52 -2.25 1.41
O 0.14 -0.94 3.21
H 1.92 -0.15 0.73
H 2.85 -1.10 1.90
H 2.11 0.46 2.42
H -0.31 -2.81 1.49
H 1.20 -2.50 0.69
```

Values from the calculation:
Net charge: 0
HOMO-LUMO gap, eV: 9.15
LUMO level, eV: 0.709
SMILES: Cc1ccc(O)cc1.CC(N)=O



Record 6
Computed, not measured: a 2-piece molecular cluster, C9H13NO2 overall in a non-equilibrium geometry, with the ωB97M-V functional and the def2-TZVPD basis.

XYZ file:
```
25
C9H13NO2 | the OMol25 dataset | the ωB97M-V functional and the def2-TZVPD basis
C 3.88 -1.35 1.09
C 2.45 -1.39 0.60
C 1.54 -0.40 0.84
C 0.43 -0.20 0.02
C 0.11 -1.23 -0.84
O -1.02 -1.18 -1.66
C 0.90 -2.38 -0.94
C 2.04 -2.49 -0.19
H 4.49 -1.34 0.18
H 4.15 -2.22 1.69
H 4.09 -0.50 1.75
H 1.71 0.35 1.61
H -0.21 0.65 0.08
H -0.84 -0.84 -2.54
H 0.70 -3.19 -1.62
H 2.58 -3.42 -0.05
C -2.61 2.04 -1.11
C -2.29 2.51 0.28
N -3.07 1.92 1.24
O -1.32 3.19 0.54
H -2.80 2.91 -1.76
H -3.60 1.60 -1.28
H -1.79 1.51 -1.59
H -3.22 2.17 2.21
H -3.89 1.47 0.86
```

Values from the calculation:
Net charge: 0
HOMO-LUMO gap, eV: 9.37
LUMO level, eV: 0.762
SMILES: Cc1ccc(O)cc1.CC(N)=O



Record 7
Computed, not measured: a 2-piece molecular cluster, C9H13NO2 overall in a non-equilibrium geometry, with the ωB97M-V functional and the def2-TZVPD basis.

XYZ file:
```
25
C9H13NO2 | the OMol25 dataset | the ωB97M-V functional and the def2-TZVPD basis
C -1.70 -0.87 1.61
C -0.27 -0.61 1.25
C 0.64 -1.59 0.90
C 2.01 -1.34 0.70
C 2.42 -0.02 0.78
O 3.69 0.38 0.52
C 1.51 1.00 1.01
C 0.17 0.72 1.28
H -2.34 -1.37 0.86
H -2.26 0.05 1.70
H -1.80 -1.43 2.54
H 0.27 -2.58 0.70
H 2.63 -2.20 0.56
H 4.18 -0.22 -0.04
H 1.81 2.03 1.04
H -0.49 1.53 1.53
C -0.46 -0.13 -2.08
C -0.98 1.28 -2.03
N -2.31 1.40 -1.67
O -0.33 2.27 -2.28
H 0.42 -0.11 -1.44
H -0.18 -0.44 -3.09
H -1.21 -0.77 -1.74
H -2.53 2.33 -1.35
H -2.89 0.70 -1.26
```

Values from the calculation:
Net charge: 0
HOMO-LUMO gap, eV: 9.35
LUMO level, eV: 0.735
SMILES: Cc1ccc(O)cc1.CC(N)=O



Record 8
Computed, not measured: C9H13NO2 as an isolated structure in a non-equilibrium geometry, with the ωB97M-V functional and the def2-TZVPD basis.

XYZ file:
```
25
C9H13NO2 | the OMol25 dataset | the ωB97M-V functional and the def2-TZVPD basis
C 1.74 -0.72 1.06
C 0.03 -0.07 -0.09
C 3.66 -2.03 0.56
C 2.85 -1.03 0.25
C -0.98 0.16 1.09
C -1.87 0.69 -0.05
C 2.94 -0.21 -1.00
C -3.17 -0.21 -0.32
C -2.38 2.06 0.13
N -0.82 0.46 -1.02
O -0.72 0.67 -2.27
O 1.35 -0.88 2.15
H 4.41 -2.40 -0.26
H 3.60 -2.73 1.40
H -1.41 -0.66 1.68
H -0.39 0.94 1.69
H 3.66 0.65 -1.16
H 1.99 0.19 -1.27
H 3.19 -0.74 -1.92
H -3.38 -0.24 -1.34
H -3.97 0.13 0.26
H -2.86 -1.23 0.05
H -2.71 2.46 -0.85
H -1.57 2.70 0.46
H -3.18 2.02 0.76
```

Values from the calculation:
Net charge: 0
HOMO-LUMO gap (alpha / beta), eV: 7.18 / 7.18
LUMO level (alpha / beta), eV: -0.724 / -0.724



Record 9
Computed, not measured: a 2-piece molecular cluster, C9H13NO2 overall in a non-equilibrium geometry, with the ωB97M-V functional and the def2-TZVPD basis.

XYZ file:
```
25
C9H13NO2 | the OMol25 dataset | the ωB97M-V functional and the def2-TZVPD basis
C -1.51 -3.66 0.39
C -1.95 -2.19 0.55
C -2.82 -1.78 1.52
C -3.02 -0.47 1.64
C -2.28 0.49 0.80
O -2.51 1.77 1.05
C -1.32 0.02 -0.11
C -1.32 -1.38 -0.34
H -1.55 -4.21 -0.60
H -1.85 -4.36 1.07
H -0.47 -3.59 0.62
H -3.38 -2.64 2.09
H -3.66 0.03 2.23
H -1.71 2.27 1.24
H -0.72 0.76 -0.48
H -0.65 -1.78 -1.25
C 4.19 1.65 -0.82
C 2.79 2.20 -1.04
N 2.62 3.21 -1.95
O 1.86 1.67 -0.43
H 4.45 0.78 -0.17
H 4.77 2.43 -0.35
H 4.81 1.34 -1.57
H 1.77 3.80 -1.81
H 3.44 3.64 -2.30
```

Values from the calculation:
Net charge: 0
HOMO-LUMO gap, eV: 8.54
LUMO level, eV: 0.616
SMILES: Cc1ccc(O)cc1.CC(N)=O



Record 10
Computed, not measured: one molecule with the formula C9H13NO2 in a non-equilibrium geometry, with the ωB97M-V functional and the def2-TZVPD basis.

XYZ file:
```
25
C9H13NO2 | the OMol25 dataset | the ωB97M-V functional and the def2-TZVPD basis
C -2.31 -0.49 -0.08
C -1.38 -1.47 0.17
C -0.50 -0.01 -1.57
C -1.71 0.47 -0.91
C -0.16 -1.10 -0.60
C -0.06 1.08 0.58
C 0.68 -0.22 0.40
C 2.06 -0.18 -0.26
C 0.77 -0.93 1.80
N 0.18 2.32 -0.09
O -0.32 3.29 0.42
O 0.82 2.30 -1.14
H -3.30 -0.40 0.33
H -1.57 -2.32 0.66
H -0.79 -0.37 -2.59
H 0.26 0.68 -1.79
H -2.21 1.43 -1.13
H 0.58 -1.83 -0.98
H -0.64 1.40 1.48
H 2.78 0.27 0.34
H 2.09 0.61 -0.94
H 2.44 -1.09 -0.59
H 0.66 -0.26 2.64
H 1.70 -1.48 2.03
H -0.08 -1.72 1.83
```

Values from the calculation:
Net charge: 0
HOMO-LUMO gap, eV: 7.68
LUMO level, eV: -0.648



Record 11
Computed, not measured: one molecule with the formula C9H13NO5 in a non-equilibrium geometry, with the ωB97M-V functional and the def2-TZVPD basis.

XYZ file:
```
28
C9H13NO5 | the OMol25 dataset | the ωB97M-V functional and the def2-TZVPD basis
C 1.36 1.02 0.73
C 0.08 1.47 -1.44
C 0.72 0.46 -0.53
C 0.20 -0.90 -0.50
C 1.11 -1.25 1.75
C 2.19 -2.25 1.48
C -2.29 -0.99 -0.45
C -1.28 3.39 -1.41
C -1.01 -1.48 -1.13
N 1.45 0.12 1.76
O 1.74 2.16 0.85
O 0.10 1.43 -2.64
O 1.38 -0.63 -1.16
O 0.14 -1.63 2.61
O -0.60 2.36 -0.71
H 2.65 -2.04 0.51
H 1.76 -3.24 1.48
H 2.96 -2.19 2.25
H -2.35 -1.35 0.57
H -3.16 -1.35 -1.00
H -2.31 0.10 -0.44
H -1.18 4.30 -0.82
H -2.34 3.12 -1.51
H -0.84 3.52 -2.40
H -1.01 -1.19 -2.19
H -0.95 -2.57 -1.08
H 1.89 0.51 2.59
H -0.43 -0.89 2.85
```

Values from the calculation:
Net charge: 0
HOMO-LUMO gap (alpha / beta), eV: 8.13 / 8.12
LUMO level (alpha / beta), eV: 0.374 / 0.371



Record 12
Computed, not measured: C9H13O as an isolated structure in a non-equilibrium geometry, with the ωB97M-V functional and the def2-TZVPD basis.

XYZ file:
```
23
C9H13O | the OMol25 dataset | the ωB97M-V functional and the def2-TZVPD basis
C -0.68 -0.54 2.28
C 0.25 -0.75 1.11
C 1.70 -0.46 1.51
C -0.17 0.08 -0.08
C -0.38 -0.47 -1.33
C -0.71 0.27 -2.46
C -0.89 1.65 -2.32
C -0.68 2.23 -1.06
C -0.30 1.47 0.04
H -1.71 -0.73 2.00
H -0.42 -1.22 3.09
H -0.61 0.49 2.66
H 0.20 -1.80 0.81
H 2.38 -0.72 0.69
H 1.85 0.60 1.75
H 1.98 -1.06 2.38
H -0.42 -1.97 -1.52
H -0.85 -0.23 -3.42
H -1.21 2.27 -3.15
H -0.82 3.30 -0.91
H -0.10 1.92 1.01
O 0.52 -2.08 -1.16
H 1.10 -2.24 -1.92
```

Values from the calculation:
Net charge: 0
HOMO-LUMO gap (alpha / beta), eV: 7.66 / 9.02
LUMO level (alpha / beta), eV: 0.838 / 0.201
Multiplicity: 2
⟨S²⟩: 0.7544